Record 1
The following is a DFT calculation (ωB97M-V/def2-TZVPD) of C21H19AsBF6MoN9O as an isolated structure.

Cartesian coordinates (Å):
Mo1 3.10 0.79 -1.15
C1 -1.72 3.52 -1.74
N1 -0.44 3.01 -1.22
C2 0.39 2.15 -1.77
N2 1.42 1.97 -0.92
C3 1.13 2.80 0.15
N3 0.00 3.41 0.00
C4 -2.90 2.63 -1.44
C5 -4.14 2.97 -1.99
C6 -5.28 2.22 -1.75
C7 -5.21 1.10 -0.94
C8 -3.96 0.75 -0.39
C9 -2.81 1.52 -0.63
C10 -3.88 -0.41 0.42
N4 -4.85 -1.27 0.76
N5 -4.32 -2.20 1.51
C11 -3.01 -1.91 1.64
O1 -2.70 -0.79 0.97
C12 -2.02 -2.63 2.36
C13 -2.39 -3.81 3.04
C14 -1.43 -4.50 3.74
C15 -0.12 -4.04 3.77
C16 0.25 -2.86 3.11
C17 1.67 -2.36 3.27
N6 2.27 -1.86 2.01
C18 2.23 -0.65 1.51
N7 2.91 -0.64 0.34
C19 3.35 -1.96 0.22
N8 2.97 -2.70 1.21
C20 -0.70 -2.16 2.41
H1 -1.59 3.68 -2.81
H2 -1.84 4.50 -1.27
H3 0.27 1.70 -2.74
H4 1.78 2.94 1.00
H5 -4.22 3.85 -2.63
H6 -6.23 2.52 -2.19
H7 -6.08 0.49 -0.74
H8 -1.88 1.24 -0.17
H9 -3.42 -4.15 3.00
H10 -1.69 -5.41 4.26
H11 0.62 -4.60 4.33
H12 2.33 -3.17 3.58
H13 1.75 -1.56 4.00
H14 1.77 0.20 1.99
H15 3.95 -2.33 -0.60
H16 -0.45 -1.24 1.89
B1 1.14 -1.78 -4.36
C21 1.80 -0.94 -3.35
N9 2.32 -0.25 -2.53
H17 -0.03 -1.49 -4.42
H18 1.44 -2.93 -4.04
H19 1.83 -1.61 -5.36
F1 4.00 2.29 -2.05
As1 5.46 2.74 -0.73
F2 4.57 4.14 -0.52
F3 4.00 1.93 0.31
F4 6.44 3.26 -1.96
F5 5.72 1.05 -1.03
F6 6.42 2.83 0.62

Values from the calculation:
- Strongest force on any atom: 0.45 eV/A
- E_HOMO (spin up / spin down): -17.05 / -17.72 eV
- Total charge: +3
- Energy above the lowest of the compared OMol25 structures with the same formula, charge and spin: 0.8176 eV
- Calculated total energy: -117191.5189 eV
- 2S+1: 4

Results of the Mulliken charge analysis, in e, for atoms 1 through 8: atom 1 (Mo): 1.61, atom 2 (C): -1.16, atom 3 (N): 0.59, atom 4 (C): -0.27, atom 5 (N): 0.64, atom 6 (C): -0.75, atom 7 (N): -0.72, atom 8 (C): 0.97

Record 2
The following is a DFT calculation (ωB97M-V/def2-TZVPD) of C21H19BrGaIO3 as an isolated structure in a non-equilibrium geometry.

Cartesian coordinates (Å):
Ga1 0.61 1.50 -0.58
C1 2.10 3.27 0.54
C2 2.39 2.73 1.77
C3 1.35 2.61 2.69
C4 0.06 3.02 2.36
C5 -0.27 3.44 1.08
C6 0.75 3.57 0.18
H1 2.88 3.33 -0.21
H2 3.40 2.54 2.04
H3 1.64 2.35 3.70
H4 -0.74 2.90 3.13
H5 -1.26 3.86 0.86
H6 0.60 4.19 -0.63
C7 -0.28 -3.03 4.19
O1 -1.50 -2.44 3.82
C8 -1.62 -1.63 2.80
C9 -2.89 -1.33 2.27
C10 -3.04 -0.53 1.17
C11 -1.93 0.08 0.56
C12 -2.04 0.69 -0.72
C13 -3.28 0.67 -1.63
O2 -1.10 1.34 -1.32
C14 -0.65 -0.22 1.10
O3 0.57 0.25 0.74
C15 -0.55 -1.10 2.19
H7 -0.48 -3.59 5.06
H8 0.51 -2.31 4.50
H9 0.08 -3.69 3.42
H10 -3.71 -1.80 2.74
H11 -4.04 -0.37 0.89
H12 -4.15 0.40 -1.08
H13 -3.27 -0.04 -2.45
H14 -3.31 1.64 -2.09
H15 0.50 -1.37 2.45
Br1 3.42 0.43 -5.56
C16 2.42 -0.90 -4.58
C17 2.37 -2.23 -5.04
C18 1.72 -3.16 -4.28
C19 1.26 -2.83 -3.01
C20 1.33 -1.53 -2.51
C21 1.91 -0.59 -3.33
I1 2.10 1.45 -2.68
H16 2.73 -2.45 -6.00
H17 1.70 -4.16 -4.63
H18 0.72 -3.53 -2.44
H19 0.97 -1.41 -1.48

Values from the calculation:
- Strongest force on any atom: 3.58 eV/A
- E_HOMO: -14.80 eV
- Total charge: +2
- Calculated total energy: -158731.3585 eV

Results of the Mulliken charge analysis, in e, for atoms 1 through 8: atom 1 (Ga): 0.40, atom 2 (C): -0.92, atom 3 (C): -0.49, atom 4 (C): -0.37, atom 5 (C): -0.32, atom 6 (C): -0.67, atom 7 (C): 0.02, atom 8 (H): 0.61

Record 3
The following is a DFT calculation (ωB97M-V/def2-TZVPD) of the molecule C21H19Cl2N3O3 in a non-equilibrium geometry.

Cartesian coordinates (Å):
C1 4.01 3.07 -0.69
O1 4.00 1.98 0.20
C2 2.80 1.58 0.75
C3 1.67 2.38 0.69
C4 0.48 2.01 1.30
C5 0.44 0.84 2.02
C6 1.55 0.03 2.08
C7 2.74 0.32 1.40
N1 3.78 -0.61 1.45
C8 5.07 -0.39 0.83
C9 5.01 -0.63 -0.71
N2 3.75 -1.29 -0.99
C10 2.75 -0.55 -1.51
O2 2.97 0.45 -2.19
C11 1.34 -0.90 -1.20
C12 0.30 0.05 -1.37
C13 -0.81 -0.57 -0.84
C14 -2.17 -0.14 -0.66
C15 -2.56 1.16 -1.00
C16 -3.86 1.58 -0.80
C17 -4.80 0.70 -0.27
Cl1 -6.42 1.23 -0.04
C18 -4.42 -0.59 0.07
Cl2 -5.58 -1.69 0.73
C19 -3.12 -1.01 -0.12
O3 -0.44 -1.80 -0.41
N3 0.87 -1.98 -0.63
C20 3.58 -2.46 -0.16
C21 3.44 -2.02 1.32
H1 3.76 4.01 -0.19
H2 3.34 2.89 -1.53
H3 5.03 3.13 -1.05
H4 1.71 3.31 0.15
H5 -0.39 2.65 1.22
H6 -0.46 0.55 2.55
H7 1.50 -0.87 2.67
H8 5.41 0.62 1.05
H9 5.76 -1.10 1.29
H10 5.84 -1.25 -1.04
H11 5.02 0.31 -1.25
H12 0.39 1.02 -1.80
H13 -1.83 1.85 -1.41
H14 -4.16 2.58 -1.06
H15 -2.83 -2.01 0.15
H16 4.47 -3.08 -0.30
H17 2.70 -3.02 -0.49
H18 2.42 -2.20 1.64
H19 4.11 -2.60 1.96

Values from the calculation:
- Strongest force on any atom: 1.52 eV/A
- E_HOMO: -7.56 eV
- Structure (SMILES): COc1ccccc1N1CCN(C(=O)c2cc(-c3ccc(Cl)c(Cl)c3)on2)CC1
- Energy above the lowest of the compared OMol25 structures with the same formula, charge and spin: 4.4996 eV
- Calculated total energy: -57741.6517 eV

Results of the Mulliken charge analysis, in e, for atoms 1 through 8: atom 1 (C): -1.01, atom 2 (O): -0.37, atom 3 (C): 1.31, atom 4 (C): -0.62, atom 5 (C): -0.72, atom 6 (C): -0.85, atom 7 (C): -0.60, atom 8 (C): 0.17

Record 4
The following is a DFT calculation (ωB97M-V/def2-TZVPD) of the molecule C21H19ClN4O2S2 in a non-equilibrium geometry.

Cartesian coordinates (Å):
O1 -3.46 1.11 -2.14
C1 -2.99 0.61 -1.16
N1 -3.75 0.56 0.00
C2 -3.43 0.01 1.21
N2 -2.60 -0.95 1.41
N3 -2.41 -1.26 2.68
C3 -3.10 -0.54 3.50
S1 -2.96 -0.63 5.21
C4 -1.38 -1.56 5.34
C5 -0.32 -0.96 4.49
C6 0.05 0.37 4.65
C7 1.00 0.94 3.82
C8 1.58 0.18 2.82
Cl1 2.74 0.89 1.75
C9 1.23 -1.16 2.66
C10 0.28 -1.72 3.49
S2 -4.12 0.65 2.71
C11 -1.59 0.04 -1.05
C12 -0.74 0.87 -0.07
C13 0.20 1.68 -0.96
O2 0.93 2.58 -0.59
N4 0.07 1.23 -2.22
C14 0.88 1.70 -3.32
C15 1.90 0.67 -3.72
C16 1.92 0.13 -5.00
C17 2.85 -0.83 -5.34
C18 3.77 -1.27 -4.41
C19 3.76 -0.74 -3.13
C20 2.83 0.23 -2.79
C21 -0.84 0.13 -2.39
H1 -4.63 1.06 -0.05
H2 -1.14 -1.51 6.41
H3 -1.59 -2.59 5.06
H4 -0.41 0.96 5.42
H5 1.27 1.98 3.93
H6 1.69 -1.74 1.88
H7 0.00 -2.75 3.35
H8 -1.68 -1.00 -0.70
H9 -0.14 0.23 0.58
H10 -1.31 1.54 0.56
H11 0.23 1.95 -4.16
H12 1.38 2.61 -2.97
H13 1.20 0.46 -5.73
H14 2.86 -1.24 -6.34
H15 4.50 -2.02 -4.67
H16 4.48 -1.07 -2.40
H17 2.82 0.65 -1.79
H18 -0.30 -0.79 -2.62
H19 -1.54 0.35 -3.20

Values from the calculation:
- Strongest force on any atom: 1.79 eV/A
- E_HOMO: -8.80 eV
- Structure (SMILES): O=C(Nc1nnc(SCc2ccc(Cl)cc2)s1)[C@@H]1CC(=O)N(Cc2ccccc2)C1
- Energy above the lowest of the compared OMol25 structures with the same formula, charge and spin: 0.0495 eV
- Calculated total energy: -66334.5536 eV

Results of the Mulliken charge analysis, in e, for atoms 1 through 8: atom 1 (O): -0.64, atom 2 (C): 0.18, atom 3 (N): -0.04, atom 4 (C): 0.26, atom 5 (N): -0.27, atom 6 (N): -0.27, atom 7 (C): 0.41, atom 8 (S): -0.14

Record 5
The following is a DFT calculation (ωB97M-V/def2-TZVPD) of C21H19F7N6O9S3Ti as an isolated structure.

Cartesian coordinates (Å):
Ti1 0.47 -0.12 -0.11
C1 1.69 0.53 3.88
C2 1.49 1.17 2.56
O1 1.11 0.46 1.56
N1 1.69 2.44 2.36
C3 1.38 3.07 1.07
C4 2.29 2.66 -0.07
C5 3.32 3.52 -0.40
C6 4.12 3.26 -1.50
C7 3.85 2.14 -2.25
C8 2.82 1.31 -1.85
N2 2.05 1.53 -0.77
H1 0.76 0.05 4.18
H2 2.00 1.25 4.64
H3 2.44 -0.25 3.78
H4 1.98 3.01 3.14
H5 1.47 4.14 1.21
H6 0.34 2.85 0.84
H7 3.48 4.41 0.20
H8 4.93 3.93 -1.76
H9 4.41 1.90 -3.14
H10 2.59 0.44 -2.44
F1 4.62 -2.63 -1.22
C9 3.94 -2.37 -2.33
F2 4.08 -3.34 -3.20
F3 4.33 -1.21 -2.84
S1 2.15 -2.27 -1.85
O2 2.12 -1.19 -0.82
O3 1.70 -3.54 -1.41
N3 1.51 -1.71 -3.18
S2 -0.04 -1.46 -3.14
O4 -0.90 -2.46 -3.65
O5 -0.41 -1.02 -1.76
C10 -0.27 0.06 -4.17
F4 0.54 1.01 -3.74
F5 -0.05 -0.21 -5.43
F6 -1.53 0.43 -3.98
S3 0.16 -2.12 1.25
C11 -0.63 -3.43 0.43
N4 -1.66 -3.21 -0.41
C12 -2.31 -4.19 -1.08
C13 -1.96 -5.50 -0.88
C14 -0.92 -5.78 0.01
C15 -0.26 -4.75 0.66
H11 -1.94 -2.25 -0.56
H12 -3.09 -3.87 -1.75
H13 -2.48 -6.28 -1.41
H14 -0.62 -6.80 0.19
H15 0.57 -4.95 1.32
F7 -6.65 1.68 2.91
C16 -5.34 1.82 2.74
C17 -4.80 1.82 1.53
N5 -3.42 1.95 1.36
C18 -2.82 2.05 0.05
C19 -1.60 1.18 -0.05
O6 -1.54 0.03 0.47
O7 -0.58 1.53 -0.71
C20 -2.58 2.15 2.42
O8 -1.37 2.30 2.25
N6 -3.16 2.13 3.65
C21 -4.53 1.97 3.95
O9 -4.93 1.98 5.08
H16 -5.40 1.71 0.63
H17 -2.53 3.07 -0.20
H18 -3.53 1.70 -0.70
H19 -2.56 2.28 4.45

Values from the calculation:
- Strongest force on any atom: 0.50 eV/A
- E_HOMO: -14.13 eV
- Total charge: +2
- Energy above the lowest of the compared OMol25 structures with the same formula, charge and spin: 0.0000 eV
- Calculated total energy: -124087.4218 eV

Results of the Mulliken charge analysis, in e, for atoms 1 through 8: atom 1 (Ti): 0.71, atom 2 (C): -1.37, atom 3 (C): 0.73, atom 4 (O): -0.39, atom 5 (N): 0.02, atom 6 (C): -0.71, atom 7 (C): 0.85, atom 8 (C): -0.94